i:
Here is an isolated molecule of C3H5ClN2O from the OMol25 dataset. Energies are from ωB97M-V/def2-TZVPD.

For the HOMO-LUMO gap, the calculation gives 9.083 eV. As for the charge: 0.

Last column: Mulliken charge in e.
Element x y z (Å)
O (1.20, -1.41, -0.12)  -0.370
N (0.94, -1.18, 1.22)  -0.445
C (-0.15, -0.55, 1.42)  0.049
N (-1.08, -0.08, 0.50)  -0.227
C (-0.85, 0.63, -0.68)  -0.176
C (0.33, 1.07, -1.14)  -0.271
Cl (0.42, 1.93, -2.63)  -0.201
H (2.04, -1.89, -0.08)  0.373
H (-0.43, -0.41, 2.48)  0.313
H (-1.95, 0.15, 0.92)  0.260
H (-1.75, 0.84, -1.24)  0.333
H (1.29, 0.88, -0.65)  0.362

***

ii:
Here is an isolated molecule of C3H5ClN2O from the OMol25 dataset. Energies are from ωB97M-V/def2-TZVPD.

For the HOMO-LUMO gap, the calculation gives 9.596 eV. As for the charge: 0.

Last column: Mulliken charge in e.
Element x y z (Å)
H (-2.67, 0.56, 0.13)  0.286
N (-2.12, 1.37, 0.36)  -0.636
C (-0.89, 1.07, 0.25)  0.113
N (-0.37, -0.26, 0.14)  0.032
O (-1.38, -1.19, -0.24)  -0.506
C (0.85, -0.57, -0.49)  -0.152
C (2.04, -0.14, -0.10)  -0.291
Cl (2.34, 0.78, 1.31)  -0.156
H (-0.13, 1.84, 0.28)  0.283
H (-1.36, -1.93, 0.44)  0.359
H (0.76, -1.16, -1.42)  0.318
H (2.93, -0.38, -0.67)  0.351

***

Stability verdict: i, ahead by 29.2 kJ/mol

***

i:
Here is a cluster of 2 separate species, C3H9O2 in total from the OMol25 dataset. Energies are from ωB97M-V/def2-TZVPD.

For the HOMO-LUMO gap, the calculation gives 7.190 eV. As for the charge: -1.

Last column: Mulliken charge in e.
Element x y z (Å)
C (0.50, -0.27, -0.44)  -0.182
O (1.68, -0.60, -1.02)  -0.867
C (-0.56, 1.05, -0.70)  -0.621
C (-1.93, 1.11, 0.32)  -0.956
H (0.75, 0.05, 0.67)  0.115
H (-0.24, -1.12, -0.22)  0.102
H (-0.97, 1.17, -1.73)  0.316
H (-0.13, 1.99, -0.54)  0.327
H (-2.67, 1.90, 0.30)  0.365
H (-1.40, 1.12, 1.33)  0.213
H (-2.58, 0.20, 0.22)  0.249
H (2.36, -1.66, -0.03)  0.418
H (2.24, -2.74, 1.11)  0.262
O (2.94, -2.20, 0.72)  -0.741

***

ii:
Here is a cluster of 2 separate species, C3H9O2 in total from the OMol25 dataset. Energies are from ωB97M-V/def2-TZVPD.

For the HOMO-LUMO gap, the calculation gives 7.979 eV. As for the charge: -1.

Last column: Mulliken charge in e.
Element x y z (Å)
C (0.08, 0.99, -0.34)  -0.070
O (1.03, 0.00, -0.42)  -0.813
C (0.67, 2.33, 0.07)  -1.183
H (-0.73, 0.74, 0.38)  0.165
H (-0.45, 1.08, -1.32)  0.193
H (-0.13, 3.06, 0.19)  0.360
H (1.44, 2.66, -0.64)  0.266
H (1.22, 2.18, 1.01)  0.277
C (-0.71, -2.39, 0.39)  -0.597
O (-0.35, -1.97, -0.88)  -0.671
H (-0.26, -1.77, 1.18)  0.219
H (-1.80, -2.38, 0.54)  0.182
H (-0.37, -3.43, 0.57)  0.208
H (0.35, -1.09, -0.73)  0.462

***

Stability verdict: ii, ahead by 109.9 kJ/mol

***

i:
Here is a structure of composition C36H39CsN4O2SSe2 from the OMol25 dataset. Energies are from ωB97M-V/def2-TZVPD.

For the HOMO-LUMO gap, the calculation gives 5.803 eV. As for the charge: 0.

Last column: Mulliken charge in e.
Element x y z (Å)
Cs (0.15, 0.52, 1.63)  1.151
C (-3.30, 3.84, 4.73)  -0.996
Se (-2.15, 2.70, 3.66)  0.151
C (-3.57, 1.72, 2.75)  -0.108
C (-4.16, 2.45, 1.56)  -0.818
Se (-3.00, 2.47, 0.00)  0.162
C (-3.45, 0.70, -0.66)  -0.491
H (-3.87, 3.24, 5.44)  0.287
H (-3.98, 4.40, 4.09)  0.290
H (-2.67, 4.53, 5.28)  0.316
H (-4.34, 1.53, 3.51)  0.488
H (-3.17, 0.74, 2.45)  -0.409
H (-4.39, 3.49, 1.81)  0.373
H (-5.10, 1.98, 1.25)  0.389
H (-4.50, 0.69, -0.98)  0.484
H (-3.21, -0.05, 0.08)  -0.107
H (-2.80, 0.52, -1.51)  0.152
C (0.94, -1.25, -3.41)  -0.424
C (0.54, -2.58, -3.39)  -0.676
C (-0.26, -3.02, -2.36)  -0.852
C (-0.66, -2.15, -1.33)  -0.511
N (-0.22, -0.88, -1.34)  0.388
C (0.53, -0.46, -2.36)  -1.063
C (-1.54, -2.60, -0.20)  1.532
C (-2.12, -3.88, -0.28)  -0.465
C (-2.90, -4.36, 0.76)  -0.823
C (-3.13, -3.56, 1.86)  -0.634
C (-2.60, -2.28, 1.87)  -0.302
C (-1.76, -1.72, 0.89)  -0.227
H (1.55, -0.84, -4.21)  0.489
H (0.85, -3.27, -4.17)  0.459
H (-0.57, -4.05, -2.34)  0.305
H (0.83, 0.59, -2.31)  0.542
H (-1.98, -4.52, -1.14)  0.243
H (-3.32, -5.36, 0.69)  0.381
H (-3.74, -3.92, 2.69)  0.392
H (-2.84, -1.67, 2.75)  0.234
N (-0.48, 4.94, 0.69)  -0.317
C (0.19, 4.30, -0.29)  0.020
S (1.59, 3.44, 0.02)  -0.339
N (-0.27, 4.39, -1.56)  -0.064
C (-1.44, 5.04, -2.02)  -0.111
C (-1.71, 6.36, -1.67)  -0.075
C (-2.87, 6.97, -2.14)  -0.626
C (-3.73, 6.28, -2.99)  -0.465
C (-3.43, 4.98, -3.36)  -0.619
C (-2.30, 4.35, -2.87)  -0.280
H (-0.26, 4.64, 1.63)  0.261
H (-1.44, 5.20, 0.53)  0.261
H (0.24, 3.81, -2.21)  0.223
H (-1.02, 6.91, -1.05)  0.514
H (-3.08, 7.99, -1.86)  0.391
H (-4.62, 6.76, -3.36)  0.400
H (-4.10, 4.44, -4.02)  0.375
H (-2.08, 3.32, -3.14)  0.469
C (1.47, -3.58, 0.76)  -0.659
O (2.88, -3.67, 0.61)  -0.472
C (3.35, -3.69, -0.66)  0.312
C (3.60, -4.92, -1.27)  -0.415
C (4.11, -4.98, -2.56)  -0.562
C (4.40, -3.82, -3.25)  -0.717
C (4.18, -2.59, -2.65)  -0.702
C (3.66, -2.52, -1.36)  0.290
N (3.35, -1.23, -0.86)  0.164
C (3.35, -0.72, 0.37)  -0.540
C (3.95, -1.16, 1.54)  -0.036
C (5.04, -2.09, 1.57)  -0.174
C (5.61, -2.44, 2.75)  -0.881
C (5.09, -1.92, 3.97)  -0.350
C (4.04, -1.06, 3.99)  -0.739
C (3.40, -0.63, 2.78)  0.210
O (2.38, 0.10, 2.78)  -0.701
H (1.26, -3.77, 1.81)  0.354
H (0.96, -4.32, 0.14)  0.364
H (1.09, -2.58, 0.51)  0.092
H (3.36, -5.81, -0.71)  0.494
H (4.28, -5.95, -3.01)  0.423
H (4.81, -3.87, -4.25)  0.413
H (4.41, -1.67, -3.17)  0.524
H (2.84, -0.68, -1.54)  0.232
H (2.77, 0.19, 0.39)  1.012
H (5.43, -2.47, 0.64)  0.505
H (6.45, -3.12, 2.78)  0.418
H (5.55, -2.23, 4.90)  0.384
H (3.65, -0.66, 4.92)  0.439

***

ii:
Here is a structure of composition C36H39CsN4O2SSe2 from the OMol25 dataset. Energies are from ωB97M-V/def2-TZVPD.

For the HOMO-LUMO gap, the calculation gives 5.114 eV. As for the charge: 0.

Last column: Mulliken charge in e.
Element x y z (Å)
Cs (0.38, -0.43, -2.58)  1.132
C (-5.32, 3.53, -1.49)  -1.007
Se (-3.79, 2.72, -2.41)  0.181
C (-4.76, 1.39, -3.49)  -0.844
C (-5.36, 0.25, -2.70)  -0.717
Se (-4.05, -0.83, -1.70)  0.025
C (-4.15, 0.04, 0.05)  -0.431
H (-6.06, 3.82, -2.23)  0.302
H (-4.95, 4.41, -0.98)  0.349
H (-5.75, 2.85, -0.76)  0.304
H (-4.03, 1.03, -4.21)  0.370
H (-5.54, 1.94, -4.03)  0.418
H (-5.84, -0.45, -3.39)  0.411
H (-6.10, 0.59, -1.99)  0.333
H (-5.17, -0.02, 0.42)  0.414
H (-3.82, 1.08, -0.03)  0.121
H (-3.48, -0.49, 0.71)  -0.033
C (5.17, -0.25, -1.34)  -0.691
C (5.57, 1.02, -1.72)  -0.612
C (4.63, 2.02, -1.81)  -0.637
C (3.29, 1.74, -1.52)  0.026
N (2.90, 0.50, -1.19)  0.214
C (3.82, -0.46, -1.11)  -0.481
C (2.26, 2.78, -1.58)  1.394
C (2.61, 4.07, -1.14)  -0.453
C (1.72, 5.11, -1.27)  -0.994
C (0.47, 4.88, -1.84)  -0.574
C (0.11, 3.58, -2.19)  -1.045
C (0.99, 2.49, -2.10)  -0.536
H (5.88, -1.06, -1.25)  0.440
H (6.60, 1.23, -1.94)  0.432
H (4.90, 3.02, -2.12)  0.550
H (3.45, -1.44, -0.82)  0.376
H (3.57, 4.24, -0.68)  0.413
H (1.99, 6.11, -0.95)  0.355
H (-0.22, 5.70, -1.99)  0.334
H (-0.89, 3.42, -2.58)  0.372
N (-0.23, 3.11, 0.90)  -0.198
C (0.15, 1.86, 1.22)  -0.136
S (-0.95, 0.63, 1.29)  -0.198
N (1.44, 1.62, 1.58)  0.231
C (2.48, 2.51, 1.79)  0.120
C (2.26, 3.81, 2.24)  -0.320
C (3.33, 4.67, 2.43)  -0.533
C (4.62, 4.26, 2.17)  -0.661
C (4.85, 2.95, 1.78)  -0.483
C (3.79, 2.08, 1.60)  -0.335
H (-1.15, 3.18, 0.49)  0.303
H (0.46, 3.73, 0.49)  0.006
H (1.68, 0.63, 1.58)  0.074
H (1.26, 4.14, 2.47)  0.582
H (3.13, 5.67, 2.78)  0.411
H (5.44, 4.95, 2.29)  0.389
H (5.86, 2.61, 1.60)  0.392
H (3.98, 1.06, 1.28)  0.390
C (0.72, -2.50, 1.97)  -0.613
O (0.15, -3.79, 2.07)  -0.418
C (-1.09, -3.85, 2.66)  0.242
C (-1.17, -4.19, 4.01)  -0.468
C (-2.39, -4.30, 4.66)  -0.574
C (-3.56, -4.06, 3.95)  -0.755
C (-3.50, -3.74, 2.62)  -0.831
C (-2.28, -3.65, 1.93)  0.892
N (-2.36, -3.28, 0.59)  0.244
C (-1.54, -3.42, -0.47)  0.057
C (-0.51, -4.29, -0.75)  0.364
C (-0.20, -5.46, 0.00)  -0.198
C (0.82, -6.28, -0.38)  -0.827
C (1.54, -6.01, -1.56)  -0.437
C (1.25, -4.93, -2.33)  -0.685
C (0.24, -3.99, -1.97)  0.142
O (0.02, -2.95, -2.65)  -0.788
H (1.60, -2.61, 1.32)  0.281
H (1.04, -2.14, 2.96)  0.363
H (0.03, -1.77, 1.53)  0.023
H (-0.25, -4.34, 4.54)  0.475
H (-2.42, -4.54, 5.71)  0.421
H (-4.52, -4.13, 4.45)  0.402
H (-4.41, -3.55, 2.07)  0.458
H (-3.21, -2.77, 0.38)  -0.108
H (-1.78, -2.73, -1.28)  0.361
H (-0.82, -5.71, 0.85)  0.482
H (1.06, -7.15, 0.21)  0.423
H (2.32, -6.70, -1.86)  0.395
H (1.78, -4.76, -3.26)  0.433

***

Stability verdict: i, ahead by 22.1 kJ/mol

***

i:
Here is an isolated molecule of C3H3NO2S2 from the OMol25 dataset. Energies are from ωB97M-V/def2-TZVPD.

For the HOMO-LUMO gap, the calculation gives 9.743 eV. As for the charge: 0.

Last column: Mulliken charge in e.
Element x y z (Å)
O (1.94, -3.40, 0.17)  -0.455
C (1.68, -2.27, 0.05)  0.647
N (1.75, -1.13, -0.29)  -0.284
C (0.97, -0.08, -0.68)  -0.135
S (1.24, 1.33, 0.47)  -0.213
C (-0.50, -0.60, -0.37)  0.472
O (-0.54, -1.74, 0.03)  -0.508
S (-1.86, 0.57, -0.32)  -0.194
H (1.08, 0.29, -1.68)  0.341
H (2.31, 1.93, -0.01)  0.138
H (-2.73, -0.19, 0.52)  0.191

***

ii:
Here is an isolated molecule of C3H3NO2S2 from the OMol25 dataset. Energies are from ωB97M-V/def2-TZVPD.

For the HOMO-LUMO gap, the calculation gives 7.568 eV. As for the charge: 0.

Last column: Mulliken charge in e.
Element x y z (Å)
O (1.00, 0.39, 1.46)  -0.545
C (0.55, 0.10, 0.36)  0.484
N (-0.76, -0.26, 0.29)  -0.109
C (-1.56, -0.08, 1.40)  -0.105
S (-3.14, -0.42, 1.39)  -0.281
C (1.37, 0.13, -0.89)  0.323
O (0.58, -0.14, -1.91)  -0.429
S (2.90, 0.61, -1.09)  -0.234
H (-1.04, -0.71, -0.59)  0.257
H (-1.03, 0.50, 2.25)  0.283
H (1.14, -0.11, -2.67)  0.355

***

Stability verdict: ii, ahead by 37.8 kJ/mol

***

i:
Here is an isolated molecule of C3H3NO2S2 from the OMol25 dataset. Energies are from ωB97M-V/def2-TZVPD.

For the HOMO-LUMO gap, the calculation gives 9.007 eV. As for the charge: 0.

Last column: Mulliken charge in e.
Element x y z (Å)
O (-0.69, -1.85, -1.84)  -0.412
C (-0.26, -0.92, -2.51)  0.173
S (0.65, 0.51, -1.78)  -0.004
N (0.77, 0.56, -0.14)  -0.411
C (0.19, -0.27, 0.65)  0.223
C (0.01, 0.17, 2.08)  0.239
O (-0.25, -0.66, 2.92)  -0.454
S (0.13, 1.98, 2.57)  -0.207
H (-0.55, -0.70, -3.70)  0.238
H (-0.35, -1.15, 0.47)  0.450
H (0.36, 2.34, 1.28)  0.166

***

ii:
Here is an isolated molecule of C3H3NO2S2 from the OMol25 dataset. Energies are from ωB97M-V/def2-TZVPD.

For the HOMO-LUMO gap, the calculation gives 8.143 eV. As for the charge: 0.

Last column: Mulliken charge in e.
Element x y z (Å)
O (2.80, -1.61, 0.03)  -0.408
C (2.57, -0.43, -0.06)  0.156
C (1.14, 0.28, 0.01)  0.562
O (1.18, 1.51, 0.05)  -0.545
S (-0.30, -0.72, -0.13)  -0.151
C (-1.34, 0.66, 0.00)  0.151
N (-2.59, 0.69, -0.06)  -0.355
S (-3.46, -0.78, -0.03)  -0.128
H (3.26, 0.51, -0.42)  0.218
H (-0.76, 1.67, -0.05)  0.392
H (-2.51, -1.79, 0.64)  0.107

***

Stability verdict: i, ahead by 62.8 kJ/mol

***

i:
Here is a cluster of 2 separate species, C2H5BrClN in total from the OMol25 dataset. Energies are from ωB97M-V/def2-TZVPD.

For the HOMO-LUMO gap, the calculation gives 6.083 eV. As for the charge: 0.

Last column: Mulliken charge in e.
Element x y z (Å)
C (0.94, -0.85, 0.09)  -0.874
C (-0.52, 1.05, -0.35)  0.115
N (0.44, 0.49, 0.39)  -0.085
Cl (-0.92, 2.69, -0.08)  -0.085
Br (-2.68, -1.40, -0.40)  -0.692
H (1.22, -0.87, -0.98)  0.300
H (1.88, -0.86, 0.54)  0.384
H (0.24, -1.57, 0.49)  0.369
H (-1.20, 0.55, -1.02)  0.301
H (0.61, 0.76, 1.33)  0.267

***

ii:
Here is a cluster of 2 separate species, C2H5BrClN in total from the OMol25 dataset. Energies are from ωB97M-V/def2-TZVPD.

For the HOMO-LUMO gap, the calculation gives 10.363 eV. As for the charge: 0.

Last column: Mulliken charge in e.
Element x y z (Å)
C (1.32, -0.92, -0.22)  -0.881
C (1.39, 0.53, 0.10)  0.146
N (0.31, 1.17, 0.23)  -0.351
Br (0.33, 2.97, 0.65)  -0.087
H (1.44, -1.49, 0.70)  0.255
H (0.35, -1.16, -0.65)  0.249
H (2.12, -1.20, -0.90)  0.303
H (2.39, 0.96, 0.22)  0.366
Cl (-4.40, -0.07, -0.39)  -0.239
H (-5.25, -0.77, 0.26)  0.238

***

Stability verdict: ii, ahead by 52.9 kJ/mol